No. 1
Below is a structure of composition C18H21IrN5O4P in a non-equilibrium geometry, with properties calculated with wB97M-V/def2-TZVPD.

Values from the calculation:
DFT total energy	-1718.23812	Eh
ΔE to the lowest compared entry with this formula, charge and spin	32.3	kcal/mol
E_HOMO (alpha / beta)	-14.10 / -14.10	eV
total charge	+2

Structure (XYZ):
```
50
Properties=species:S:1:pos:R:3:nbo_charge:R:1
Ir -1.405 0.673 -1.650 1.278
P 0.137 -0.803 1.274 1.733
O -3.231 3.979 -2.404 -0.395
O -0.420 0.030 -0.182 -0.504
O -2.744 1.805 -2.114 -0.542
O 0.701 0.626 0.575 -0.431
N 1.617 -2.785 2.263 -0.435
N -0.794 -3.071 2.431 -0.428
N -0.197 2.254 -2.070 -0.437
N 0.353 -1.452 3.846 -0.432
N -2.803 -0.806 -1.416 -0.497
C 3.220 3.551 -2.529 -0.143
C 1.915 1.090 -2.178 -0.225
C 1.614 -2.119 3.561 -0.082
C 1.639 -1.844 1.154 -0.548
C 3.268 1.151 -2.335 -0.137
C 3.932 2.391 -2.498 -0.174
C -0.342 4.619 -2.439 -0.203
C -0.907 3.370 -2.228 0.092
C 1.031 4.695 -2.496 -0.057
C -1.141 -2.137 1.366 -0.548
C -0.748 -2.401 3.739 -0.082
C 1.808 3.528 -2.397 -0.073
C 0.149 -0.265 3.018 -0.556
C -3.760 -1.432 -1.453 0.567
C 1.160 2.279 -2.197 0.178
C 0.500 -3.713 2.181 -0.082
C -4.960 -2.231 -1.493 -0.749
C -2.385 3.180 -2.249 0.734
H -2.110 -1.668 1.570 0.236
H 0.637 -4.488 2.934 0.234
H 2.430 -1.398 3.605 0.213
H -5.820 -1.571 -1.613 0.302
H -0.620 -3.169 4.501 0.234
H -1.696 -1.893 3.918 0.211
H 1.784 -2.873 4.330 0.233
H -5.053 -2.790 -0.562 0.293
H 1.416 0.135 -2.068 0.208
H -1.179 -2.652 0.399 0.234
H -4.905 -2.920 -2.336 0.299
H 1.644 -2.404 0.215 0.245
H 5.006 2.407 -2.613 0.251
H -0.800 0.201 3.292 0.253
H 3.848 0.238 -2.346 0.241
H 2.527 -1.214 1.198 0.252
H 1.523 5.648 -2.645 0.255
H 0.484 -4.187 1.198 0.208
H 0.952 0.457 3.170 0.254
H 3.712 4.504 -2.671 0.245
H -0.987 5.478 -2.556 0.276
```



No. 2
Below is a structure of composition C18H21N2O4 in a non-equilibrium geometry, with properties calculated with wB97M-V/def2-TZVPD.

Values from the calculation:
DFT total energy	-1108.21515	Eh
ΔE to the lowest compared entry with this formula, charge and spin	342.5	kcal/mol
E_HOMO	-10.99	eV
total charge	+1

Structure (XYZ):
```
45
Properties=species:S:1:pos:R:3:nbo_charge:R:1
O 1.695 5.763 3.498 -0.458
O -1.003 0.644 1.114 -0.562
O 0.192 -6.086 -4.889 -0.682
O -2.681 -4.392 -1.365 -0.615
N -1.020 -4.912 -2.477 -0.482
N -0.368 -0.113 -1.170 -0.204
C 0.730 3.613 3.709 -0.352
C -1.692 -3.850 -2.082 0.560
C -1.125 -6.319 -4.566 -0.048
C 0.205 1.279 -0.749 -0.335
C 0.815 -0.914 -1.525 0.059
C 1.772 4.707 1.382 -0.251
C -2.005 -1.653 -1.494 -0.098
C 0.113 2.710 2.685 -0.032
C 0.187 -2.174 -1.845 -0.154
C 1.073 3.532 0.744 -0.146
C -1.553 -0.364 -1.041 0.143
C -1.253 -6.193 -2.823 -0.261
C -0.979 -2.646 -1.654 -0.106
C 0.350 2.643 1.326 -0.311
C 1.788 5.813 4.794 -0.086
C 1.398 4.679 2.983 0.432
C 2.899 5.014 5.647 -0.639
C -0.108 1.406 0.613 0.535
H -1.550 -7.296 -4.780 0.175
H 0.635 -6.818 -4.578 0.472
H 0.758 5.694 5.195 0.174
H 1.084 3.558 -0.269 0.184
H -0.039 -4.491 -3.303 0.325
H -2.072 0.322 -0.775 0.208
H -0.280 2.147 -1.360 0.278
H 2.797 5.464 6.675 0.233
H -0.553 -6.917 -2.554 0.206
H 2.048 6.911 4.855 0.203
H 2.612 4.022 5.626 0.209
H 0.744 3.687 4.696 0.226
H -3.168 -1.831 -1.294 0.302
H 1.230 1.463 -1.074 0.265
H -0.343 1.667 3.308 0.247
H 2.182 5.577 0.953 0.236
H 1.766 -0.638 -1.716 0.249
H -1.837 -5.648 -4.921 0.180
H 1.174 -3.006 -1.993 0.240
H 3.868 5.387 5.387 0.233
H -2.348 -6.386 -2.595 0.246
```